{"formula": "C22H32N2NaO7", "method": "ωB97M-V/def2-TZVPD", "species": ["Na", "C", "C", "O", "C", "C", "O", "C", "C", "O", "C", "C", "O", "C", "C", "O", "H", "H", "H", "H", "H", "H", "H", "H", "H", "H", "H", "H", "H", "H", "H", "H", "H", "H", "H", "H", "O", "C", "C", "C", "C", "N", "C", "C", "C", "C", "C", "C", "O", "C", "C", "N", "H", "H", "H", "H", "H", "H", "H", "H", "H", "H", "H", "H"], "positions_angstrom": [[0.778282, 1.760773, -0.314507], [-0.143793, 3.096261, -2.994516], [1.376253, 3.244514, -2.940375], [2.030267, 2.301594, -2.100170], [2.378600, 1.026453, -2.632492], [1.210645, 0.050449, -2.827943], [0.344015, 0.153416, -1.710476], [-0.799188, -0.632983, -1.696490], [-1.940833, 0.364738, 0.413593], [-0.967326, 1.243076, 0.868684], [-1.386772, 2.239098, 1.790274], [-0.245664, 3.240644, 1.982077], [0.369286, 3.701664, 0.783334], [-0.305008, 4.667506, -0.012923], [-1.271090, 4.071906, -1.038107], [-0.753397, 2.937534, -1.719417], [-0.417125, 2.206013, -3.561893], [-0.558784, 3.963080, -3.518906], [1.637227, 4.219991, -2.526951], [1.785960, 3.195930, -3.954977], [3.090037, 0.614243, -1.918156], [2.875752, 1.138593, -3.601306], [1.615686, -0.963659, -2.910092], [0.658820, 0.270867, -3.748977], [-0.591085, -1.645849, -2.048238], [-1.592389, -0.181476, -2.304571], [-2.524358, -0.046018, 1.237795], [-2.599468, 0.869652, -0.302750], [-1.619094, 1.784464, 2.759023], [-2.292555, 2.734635, 1.422615], [0.561063, 2.775084, 2.547872], [-0.637569, 4.082539, 2.561776], [0.487777, 5.215015, -0.524651], [-0.842762, 5.379035, 0.622608], [-1.558805, 4.856364, -1.745336], [-2.180614, 3.727668, -0.543719], [-1.228919, -5.865748, 0.578048], [-2.240583, -5.222951, -0.176729], [-2.003465, -3.737822, -0.138816], [-2.941726, -2.830854, -0.662916], [-2.726195, -1.503450, -0.706086], [-1.415088, -0.861971, -0.316547], [-0.610549, -1.805105, 0.541509], [-0.913252, -3.166913, 0.463878], [0.589656, -1.401635, 1.254699], [1.033110, -2.228401, 2.311161], [2.243344, -2.006335, 2.930795], [2.698563, -2.925826, 4.038828], [2.681111, -4.289800, 3.659102], [3.010021, -0.915003, 2.523018], [2.475253, -0.099159, 1.551434], [1.310306, -0.309769, 0.933155], [-1.365958, -6.815144, 0.533747], [-3.232056, -5.445596, 0.239115], [-2.230764, -5.584661, -1.213310], [-3.897402, -3.167385, -1.050088], [-3.419752, -0.796722, -1.130958], [-0.203991, -3.843066, 0.919376], [0.424522, -3.047762, 2.666418], [2.005259, -2.851846, 4.877760], [3.687291, -2.620068, 4.394542], [3.325182, -4.430092, 2.957443], [3.966647, -0.692366, 2.976090], [3.007456, 0.802639, 1.253633]], "forces_ev_per_angstrom": [[0.50, -0.07, 0.31], [0.01, -0.02, -0.06], [0.03, 0.06, 0.03], [-0.12, -0.17, -0.06], [-0.18, -0.06, -0.22], [-0.13, 0.03, -0.11], [0.02, 0.08, 0.35], [-0.03, 0.01, -0.29], [-0.13, 0.18, -0.05], [0.29, -0.16, -0.06], [-0.18, 0.04, -0.10], [-0.25, 0.02, -0.01], [-0.14, -0.17, 0.02], [0.05, 0.04, -0.04], [-0.04, 0.03, 0.03], [0.17, -0.03, 0.12], [-0.02, 0.01, 0.00], [0.00, 0.00, 0.00], [0.02, -0.01, 0.01], [-0.07, 0.00, -0.03], [-0.02, -0.02, 0.00], [0.09, 0.02, 0.06], [-0.01, 0.00, -0.02], [0.01, 0.01, 0.01], [-0.04, -0.01, 0.01], [0.00, 0.02, 0.04], [0.01, -0.03, -0.02], [0.01, 0.03, 0.03], [-0.02, 0.03, 0.00], [0.01, 0.00, -0.01], [-0.02, -0.02, 0.00], [0.07, 0.01, 0.02], [0.01, 0.00, 0.02], [-0.03, 0.00, -0.03], [0.00, 0.00, 0.00], [-0.01, 0.00, -0.02], [0.03, 0.02, 0.02], [-0.05, 0.07, -0.05], [0.00, -0.09, -0.03], [0.23, 0.09, -0.02], [-0.24, -0.10, 0.10], [0.12, 0.01, -0.12], [-0.11, -0.13, 0.12], [-0.01, 0.00, -0.17], [0.10, 0.12, 0.18], [0.02, -0.04, 0.07], [0.01, 0.03, -0.06], [0.01, -0.01, 0.00], [-0.03, -0.03, 0.00], [-0.03, -0.02, 0.06], [-0.10, 0.11, 0.07], [0.12, 0.11, -0.18], [0.00, -0.03, 0.01], [0.00, -0.01, -0.01], [0.00, -0.03, 0.02], [-0.02, -0.01, 0.01], [0.00, 0.03, 0.06], [0.01, 0.04, 0.02], [-0.04, 0.02, -0.04], [0.03, 0.02, 0.02], [0.00, 0.00, -0.01], [0.00, 0.02, 0.00], [0.01, 0.01, -0.01], [0.07, -0.04, -0.01]], "total_charge": 1, "total_energy_ha": -1655.68429, "e_homo_ev": -8.681, "homo_lumo_gap_ha": 0.24037}



{"formula": "C22H32N2O5S", "method": "ωB97M-V/def2-TZVPD", "species": ["C", "H", "O", "C", "C", "C", "C", "C", "C", "H", "S", "O", "O", "N", "C", "C", "H", "H", "C", "C", "C", "H", "H", "H", "H", "C", "O", "N", "H", "C", "H", "H", "C", "C", "C", "C", "C", "C", "C", "H", "H", "H", "H", "H", "H", "H", "H", "H", "H", "H", "H", "H", "H", "O", "C", "H", "H", "H", "H", "H", "H", "H"], "positions_angstrom": [[-7.308609, -1.750275, -0.333461], [-7.074257, -2.185156, -1.310303], [-6.460494, -0.666448, -0.032182], [-5.127076, -0.894617, 0.071539], [-4.504643, -2.125026, -0.110598], [-3.129653, -2.249138, 0.010514], [-2.329930, -1.151421, 0.315819], [-2.966741, 0.077724, 0.511105], [-4.330396, 0.206701, 0.389344], [-4.778299, 1.170551, 0.562090], [-2.088017, 1.579266, 0.947490], [-2.944703, 2.378710, 1.769455], [-0.791162, 1.276183, 1.503478], [-2.020658, 2.358115, -0.545322], [-1.562404, 3.731285, -0.433584], [-0.082542, 3.800861, -0.056821], [0.262702, 4.834814, -0.115301], [0.007692, 3.477019, 0.979498], [0.794117, 2.928556, -0.971283], [0.180000, 1.557367, -1.306488], [-1.315690, 1.649553, -1.591434], [-1.507206, 2.183683, -2.527779], [-1.750281, 0.650643, -1.670309], [0.307022, 0.873240, -0.469052], [0.697253, 1.138527, -2.172060], [2.157418, 2.677042, -0.314962], [3.208807, 3.000489, -0.834079], [2.067035, 2.035424, 0.861868], [1.154758, 1.773825, 1.218770], [3.198736, 1.566277, 1.624781], [3.260995, 2.139510, 2.557532], [4.100343, 1.762024, 1.039823], [3.057738, 0.076185, 1.965645], [3.572285, -0.876232, 0.916663], [4.329158, -1.912520, 1.255016], [4.807130, -2.962379, 0.298895], [3.987097, -2.945706, -0.986627], [3.896709, -1.513966, -1.498494], [3.140609, -0.636350, -0.503136], [3.302858, 0.409453, -0.763932], [2.064811, -0.823442, -0.582730], [3.396754, -1.483146, -2.468765], [4.906646, -1.121634, -1.630715], [4.447572, -3.592807, -1.735833], [2.982194, -3.324558, -0.783907], [4.746733, -3.943942, 0.777004], [5.862257, -2.783935, 0.065551], [4.636211, -2.044476, 2.284593], [3.580879, -0.123661, 2.902449], [1.992925, -0.120937, 2.135983], [0.972255, 3.470532, -1.905953], [-1.751614, 4.220246, -1.394013], [-2.173656, 4.205789, 0.335223], [-0.978786, -1.184801, 0.416124], [-0.333000, -2.440147, 0.429869], [-0.385654, -2.927745, -0.549317], [0.707520, -2.232957, 0.675171], [-0.756125, -3.100272, 1.191981], [-2.687664, -3.220369, -0.143929], [-5.076875, -3.007449, -0.348924], [-7.256079, -2.527860, 0.434937], [-8.314995, -1.336205, -0.356944]], "forces_ev_per_angstrom": [[-0.10, -0.12, -0.04], [0.01, 0.01, 0.03], [0.08, 0.26, 0.07], [0.36, 0.00, 0.03], [-0.33, 0.19, 0.01], [0.38, 0.13, 0.08], [0.07, -0.22, -0.02], [0.52, 0.37, 0.07], [-0.37, -0.17, -0.04], [-0.17, 0.13, 0.00], [-0.27, 0.09, -0.26], [-0.28, 0.14, -0.02], [-0.21, -0.20, -0.15], [-0.43, -0.58, 0.77], [0.18, 0.56, 0.45], [-0.15, 0.06, -0.13], [0.02, 0.00, 0.06], [0.05, 0.15, -0.04], [0.19, -0.07, 0.09], [-0.17, 0.05, -0.14], [0.44, -0.55, -0.25], [-0.09, -0.05, 0.08], [0.05, 0.02, -0.21], [0.09, -0.02, -0.20], [0.03, -0.05, 0.02], [-0.48, 0.28, -0.36], [0.37, 0.06, -0.19], [-0.09, -0.23, 0.44], [0.07, 0.09, -0.17], [0.17, -0.02, 0.17], [0.10, -0.05, -0.10], [-0.06, 0.02, 0.10], [0.14, 0.08, -0.03], [-0.24, 0.14, 0.14], [0.18, -0.15, 0.03], [-0.14, -0.08, -0.13], [0.29, 0.09, -0.05], [-0.26, -0.11, 0.04], [0.24, -0.12, -0.18], [-0.08, 0.07, 0.00], [-0.10, 0.09, -0.03], [0.06, 0.05, -0.03], [0.06, 0.04, -0.06], [-0.07, -0.05, 0.00], [-0.06, -0.06, -0.01], [0.07, 0.01, 0.00], [0.04, -0.10, 0.00], [-0.02, 0.12, 0.19], [-0.06, -0.03, 0.03], [-0.03, -0.03, 0.10], [0.10, -0.06, 0.13], [-0.08, -0.08, 0.05], [0.05, 0.20, -0.16], [-0.17, 0.04, -0.05], [0.09, -0.16, -0.04], [0.00, 0.00, 0.05], [-0.03, -0.05, -0.03], [-0.02, 0.03, -0.02], [0.09, -0.06, 0.00], [-0.09, -0.05, -0.02], [0.01, 0.02, -0.02], [0.05, -0.08, -0.01]], "total_charge": 0, "total_energy_ha": -1741.39034, "e_homo_ev": -8.604, "homo_lumo_gap_ha": 0.33271, "smiles": "COc1ccc(OC)c(S(=O)(=O)N2CCC(C(=O)NCCC3=CCCCC3)CC2)c1"}



ΔE to the lowest compared entry with this formula, charge and spin in eV, matching the order above: 4.2054; 2.4425